No. 1
The molecule C22H26FN3O4S. Source: the OMol25 dataset; level of theory: the ωB97M-V functional and the def2-TZVPD basis.

Summary:
Highest occupied orbital energy   -8.88 eV
Energy above the lowest of the compared OMol25 structures with the same formula, charge and spin   41.1 kcal per mole
Structure (SMILES)   O=C(c1cc(S(=O)(=O)N2CCOCC2)ccc1F)N1CCN(Cc2ccccc2)CC1
Max |F|   0.982 eV/Å

Each line ends with the natural charge from an NBO analysis.
Cartesian coordinates (Å):
O1 -0.292 2.529 2.367  -0.601
C1 -0.122 1.576 1.634  0.657
C2 0.891 1.653 0.517  -0.115
C3 2.251 1.560 0.786  -0.182
C4 3.167 1.734 -0.234  -0.354
S1 4.908 1.448 0.099  2.340
O2 5.688 2.100 -0.907  -0.934
O3 5.176 1.697 1.480  -0.930
N1 5.079 -0.194 -0.141  -0.669
C5 4.431 -1.053 0.821  -0.267
C6 5.007 -2.464 0.666  -0.073
O4 4.844 -2.930 -0.653  -0.520
C7 5.494 -2.087 -1.575  -0.073
C8 4.936 -0.663 -1.500  -0.267
C9 2.768 2.023 -1.525  -0.167
C10 1.418 2.137 -1.810  -0.275
C11 0.504 1.944 -0.788  0.406
F1 -0.808 2.025 -1.076  -0.316
N2 -0.769 0.404 1.768  -0.426
C12 -0.665 -0.736 0.892  -0.210
C13 -2.004 -0.960 0.181  -0.242
N3 -3.035 -1.156 1.182  -0.440
C14 -4.302 -1.631 0.638  -0.245
C15 -4.979 -0.665 -0.303  0.040
C16 -5.862 0.294 0.181  -0.246
C17 -6.436 1.220 -0.671  -0.193
C18 -6.134 1.202 -2.022  -0.217
C19 -5.263 0.247 -2.517  -0.205
C20 -4.690 -0.679 -1.663  -0.243
C21 -3.158 0.030 2.011  -0.235
C22 -1.835 0.268 2.738  -0.230
H1 2.604 1.373 1.788  0.252
H2 4.638 -0.650 1.812  0.241
H3 3.342 -1.085 0.653  0.179
H4 4.480 -3.171 1.309  0.200
H5 6.074 -2.447 0.929  0.173
H6 5.321 -2.519 -2.561  0.200
H7 6.573 -2.062 -1.364  0.172
H8 5.500 0.015 -2.140  0.240
H9 3.877 -0.670 -1.806  0.181
H10 3.520 2.175 -2.283  0.246
H11 1.065 2.372 -2.802  0.240
H12 0.134 -0.588 0.165  0.216
H13 -0.437 -1.618 1.501  0.200
H14 -1.937 -1.859 -0.436  0.204
H15 -2.215 -0.096 -0.471  0.186
H16 -4.095 -2.573 0.122  0.202
H17 -4.954 -1.842 1.490  0.204
H18 -6.108 0.309 1.233  0.209
H19 -7.121 1.958 -0.280  0.213
H20 -6.580 1.925 -2.688  0.214
H21 -5.029 0.222 -3.571  0.213
H22 -4.018 -1.428 -2.058  0.208
H23 -3.948 -0.137 2.745  0.206
H24 -3.408 0.926 1.418  0.182
H25 -1.874 1.184 3.329  0.249
H26 -1.614 -0.585 3.387  0.197



No. 2
The molecule C22H26N2O5. Source: the OMol25 dataset; level of theory: the ωB97M-V functional and the def2-TZVPD basis.

Summary:
Highest occupied orbital energy   -7.50 eV
Energy above the lowest of the compared OMol25 structures with the same formula, charge and spin   51.9 kcal per mole
Structure (SMILES)   Cc1ccccc1OCCC(=O)OCC(=O)Nc1ccc(N2CCOCC2)cc1
Max |F|   0.754 eV/Å

Each line ends with the natural charge from an NBO analysis.
Cartesian coordinates (Å):
C1 -1.921 2.040 -0.631  -0.647
C2 -2.097 2.870 -1.862  0.023
C3 -3.156 3.747 -2.014  -0.207
C4 -3.272 4.543 -3.142  -0.235
C5 -2.313 4.465 -4.131  -0.204
C6 -1.244 3.591 -4.004  -0.291
C7 -1.135 2.786 -2.879  0.273
O1 -0.146 1.854 -2.672  -0.503
C8 1.057 1.962 -3.380  -0.047
C9 1.893 3.173 -2.916  -0.537
C10 2.293 2.948 -1.480  0.816
O2 1.591 3.154 -0.520  -0.624
O3 3.523 2.444 -1.408  -0.493
C11 4.066 2.153 -0.120  -0.169
C12 3.688 0.739 0.370  0.647
O4 4.524 -0.132 0.468  -0.600
N1 2.375 0.631 0.663  -0.607
C13 1.675 -0.495 1.122  0.110
C14 0.321 -0.342 1.409  -0.214
C15 -0.427 -1.405 1.865  -0.250
C16 0.148 -2.668 2.047  0.247
N2 -0.620 -3.704 2.569  -0.465
C17 0.018 -4.923 3.019  -0.248
C18 -0.911 -5.615 4.023  -0.070
O5 -2.176 -5.887 3.470  -0.521
C19 -2.787 -4.697 3.030  -0.073
C20 -1.919 -3.989 1.988  -0.241
C21 1.507 -2.806 1.758  -0.282
C22 2.262 -1.740 1.306  -0.213
H1 -2.747 2.185 0.060  0.211
H2 -1.845 0.985 -0.890  0.225
H3 -0.990 2.330 -0.146  0.228
H4 -3.897 3.815 -1.231  0.208
H5 -4.104 5.224 -3.242  0.213
H6 -2.386 5.084 -5.013  0.213
H7 -0.511 3.548 -4.794  0.211
H8 0.891 2.023 -4.462  0.181
H9 1.598 1.035 -3.168  0.205
H10 2.783 3.263 -3.536  0.239
H11 1.282 4.075 -2.983  0.246
H12 5.150 2.200 -0.237  0.223
H13 3.723 2.903 0.602  0.209
H14 1.803 1.463 0.545  0.429
H15 -0.146 0.623 1.283  0.210
H16 -1.468 -1.246 2.102  0.209
H17 0.954 -4.680 3.524  0.215
H18 0.221 -5.610 2.181  0.176
H19 -0.496 -6.578 4.326  0.194
H20 -1.023 -4.970 4.908  0.165
H21 -3.748 -4.984 2.602  0.194
H22 -2.952 -4.023 3.885  0.165
H23 -2.402 -3.070 1.665  0.211
H24 -1.807 -4.653 1.114  0.177
H25 1.994 -3.762 1.868  0.214
H26 3.307 -1.877 1.089  0.252



No. 3
The molecule C22H26N2O5S. Source: the OMol25 dataset; level of theory: the ωB97M-V functional and the def2-TZVPD basis.

Summary:
Highest occupied orbital energy   -8.92 eV
Energy above the lowest of the compared OMol25 structures with the same formula, charge and spin   476.1 kcal per mole
Structure (SMILES)   COc1ccccc1CNC(=O)CCS(=O)(=O)c1ccc2c(c1)CCCN2C(C)=O
Max |F|   16.540 eV/Å

Each line ends with the natural charge from an NBO analysis.
Cartesian coordinates (Å):
C1 -0.350 -4.043 -3.762  -0.199
O1 -0.508 -3.984 -2.545  -0.533
C2 -1.545 -3.045 -1.966  0.363
C3 -2.654 -2.295 -2.772  -0.271
C4 -3.427 -1.508 -2.015  -0.190
C5 -3.446 -1.380 -0.523  -0.221
C6 -2.482 -1.921 -0.052  -0.186
C7 -1.511 -2.730 -0.590  -0.147
C8 -0.476 -3.504 0.276  -0.239
N1 1.072 -2.853 -0.075  -0.650
C9 1.505 -1.810 0.666  0.670
O2 0.771 -1.584 1.771  -0.690
C10 2.876 -1.442 0.235  -0.483
C11 3.009 -1.312 -1.323  -0.700
S1 1.805 -0.456 -2.093  2.125
O3 2.569 0.105 -3.459  -0.938
O4 0.815 -1.364 -2.417  -0.951
C12 1.234 0.924 -1.124  -0.291
C13 2.010 1.931 -1.013  -0.184
C14 1.708 3.072 -0.250  -0.115
C15 0.676 2.638 0.997  0.254
C16 -0.065 1.484 0.710  -0.087
C17 0.325 0.619 -0.141  -0.171
C18 -1.294 1.160 1.611  -0.454
C19 -1.401 2.013 2.933  -0.344
C20 -1.020 3.511 2.125  -0.211
N2 0.207 3.621 1.971  -0.510
C21 1.117 4.258 2.580  0.695
C22 0.555 5.378 3.515  -0.710
O5 2.403 4.240 2.232  -0.654
H1 -0.142 -3.102 -4.288  0.173
H2 -1.301 -4.513 -4.251  0.131
H3 0.612 -4.790 -3.845  0.183
H4 -2.482 -2.568 -3.711  0.217
H5 -4.097 -1.102 -2.936  0.228
H6 -4.125 -0.708 -0.354  0.223
H7 -2.438 -1.869 1.041  0.215
H8 -0.340 -4.507 -0.045  0.216
H9 -0.493 -3.215 1.433  0.274
H10 0.962 -3.113 -1.012  0.435
H11 3.459 -2.149 0.681  0.253
H12 2.772 -0.503 0.695  0.239
H13 3.115 -2.394 -1.536  0.276
H14 3.875 -0.961 -1.360  0.244
H15 2.673 2.138 -1.545  0.202
H16 2.327 3.837 -0.007  0.234
H17 -0.367 -0.168 -0.457  0.251
H18 -0.991 0.205 2.091  0.259
H19 -2.280 0.942 1.109  0.236
H20 -2.352 2.103 3.370  0.204
H21 -0.826 1.998 3.635  0.171
H22 -1.515 4.389 2.780  0.219
H23 -1.926 3.749 1.394  0.230
H24 1.517 5.784 3.967  0.260
H25 -0.200 6.025 3.203  0.234
H26 0.083 4.768 4.445  0.216